DFT (the ωB97M-V functional and the def2-TZVPD basis) results for the molecule C16H24N6O2S2 at a distorted geometry.

Values from the calculation:
**Net charge**: 0
**LUMO level**: 0.4 eV
**Structure (SMILES)**: CCCc1nnc(SCC(=O)Nc2nnc(CC)s2)n1C[C@@H]1CCCO1
**Frontier orbital gap**: 9.25 eV
**Energy above the lowest of the compared OMol25 structures with the same formula, charge and spin**: 0.000 eV

Geometry as XYZ:
```
50
C16H24N6O2S2 the ωB97M-V functional and the def2-TZVPD basis
S -0.3336 3.4502 0.5237
S 4.1642 0.7371 -0.3342
O 3.0914 3.1249 -0.0284
O -2.1408 -1.0306 1.8493
N -2.1227 1.3919 0.1677
N 2.3043 -0.5249 -1.5753
N -0.9043 1.8528 -1.6000
N -1.7610 0.8697 -1.9286
N 1.8038 1.7406 -1.2742
N 3.2325 -1.4372 -1.3112
C 0.1277 -0.6755 1.3205
C -0.9526 -1.7344 1.5168
C 2.0661 2.9152 -0.6365
C 4.2601 -0.9873 -0.6879
C 2.6179 0.6515 -1.1467
C -2.5613 1.3376 1.5340
C 0.9263 3.9093 -0.7166
C 5.5375 -1.8664 1.2549
C -1.1293 2.1682 -0.3492
C -3.5845 -1.2912 -2.0880
C 5.4166 -1.8151 -0.2682
C -1.8274 0.2548 2.3609
C -0.2941 0.3744 2.3478
C -2.4913 0.5903 -0.8901
C -3.5916 -0.4006 -0.8471
C -4.7144 -2.3107 -2.0409
H -4.6222 -2.9440 -1.1609
H 5.6669 -0.8647 1.6589
H 6.3310 -1.3911 -0.6902
H 0.4416 3.9179 -1.6908
H -2.2229 0.3319 3.3837
H 0.0927 -0.2830 0.3040
H 0.0404 1.3794 2.1050
H 6.3940 -2.4709 1.5417
H 1.2739 4.8998 -0.4282
H -4.5436 0.1392 -0.7852
H -3.6304 1.1118 1.5456
H 0.8927 1.6113 -1.7397
H -3.4943 -1.0065 0.0561
H -5.6810 -1.8123 -2.0042
H -2.6235 -1.8027 -2.1515
H -3.6777 -0.6654 -2.9758
H 0.0988 0.1097 3.3298
H 4.6422 -2.3044 1.6901
H -1.1488 -2.3253 0.6208
H 1.1253 -1.0682 1.4997
H -4.6897 -2.9442 -2.9237
H -2.3906 2.3151 1.9922
H 5.2759 -2.8184 -0.6723
H -0.6905 -2.4094 2.3427
```